Run a
Formula: C18H22BrN3O4S
Source: the OMol25 dataset
Level of theory: wB97M-V/def2-TZVPD

Each line ends with the Löwdin charge.
CARTESIAN COORDINATES (ANGSTROEM)
C: -5.636 0.505 -2.526  -0.08
O: -4.927 -0.172 -1.515  -0.09
C: -3.758 0.379 -1.058  -0.20
C: -3.185 1.539 -1.547  0.00
C: -1.970 1.989 -1.042  -0.05
C: -1.383 1.300 -0.007  -0.28
S: 0.232 1.798 0.563  0.68
O: 1.023 2.150 -0.581  -0.29
O: 0.754 0.795 1.450  -0.26
N: -0.114 3.230 1.393  -0.34
C: -0.827 2.947 2.618  -0.11
C: 1.056 4.065 1.571  -0.10
C: -1.963 0.168 0.536  -0.01
C: -3.131 -0.349 -0.014  -0.18
N: -3.657 -1.582 0.312  0.02
C: -3.263 -2.339 1.475  -0.09
C: -1.759 -2.654 1.523  -0.48
O: -1.207 -2.881 2.574  0.09
N: -1.160 -2.649 0.300  0.13
C: 0.160 -2.224 0.067  -0.23
C: 1.170 -2.388 1.005  -0.01
C: 2.405 -1.816 0.770  -0.12
C: 2.626 -1.103 -0.391  -0.64
Br: 4.317 -0.287 -0.632  0.78
C: 1.648 -0.959 -1.370  -0.32
C: 1.888 -0.168 -2.613  -0.08
C: 0.415 -1.536 -1.116  0.01
H: -5.934 1.507 -2.205  0.10
H: -5.051 0.575 -3.448  0.10
H: -6.526 -0.095 -2.710  0.10
H: -3.659 2.090 -2.343  0.11
H: -1.479 2.855 -1.450  0.12
H: -1.128 3.885 3.081  0.09
H: -0.214 2.371 3.320  0.09
H: -1.714 2.368 2.367  0.08
H: 1.581 4.091 0.619  0.08
H: 0.738 5.071 1.843  0.09
H: 1.728 3.672 2.342  0.10
H: -1.459 -0.304 1.363  0.12
H: -4.609 -1.706 0.002  0.13
H: -3.808 -3.286 1.464  0.14
H: -3.498 -1.829 2.421  0.13
H: -1.785 -2.477 -0.479  0.13
H: 0.977 -2.916 1.923  0.11
H: 3.191 -1.910 1.504  0.10
H: 1.906 0.892 -2.351  0.06
H: 1.094 -0.334 -3.337  0.08
H: 2.845 -0.425 -3.065  0.06
H: -0.379 -1.412 -1.840  0.12

The value obtained for the highest occupied orbital energy is -8.0 eV. Its frontier orbital gap is 0.30949 Ha. Its structure (SMILES) is COc1ccc(S(=O)(=O)N(C)C)cc1NCC(=O)Nc1ccc(Br)c(C)c1.

Run b
Formula: C18H22BrN3O4S
Source: the OMol25 dataset
Level of theory: wB97M-V/def2-TZVPD

Each line ends with the Löwdin charge.
CARTESIAN COORDINATES (ANGSTROEM)
C: 4.767 0.619 2.883  -0.08
O: 3.890 1.040 1.865  -0.09
C: 2.880 0.196 1.483  -0.20
C: 2.643 -1.053 2.030  0.00
C: 1.569 -1.819 1.591  -0.05
C: 0.771 -1.336 0.581  -0.26
S: -0.681 -2.244 0.050  0.67
O: -1.757 -1.310 -0.116  -0.26
O: -0.864 -3.351 0.941  -0.28
N: -0.333 -2.875 -1.454  -0.34
C: 0.739 -3.836 -1.448  -0.10
C: -0.340 -1.947 -2.556  -0.10
C: 1.017 -0.111 -0.011  0.00
C: 2.049 0.697 0.450  -0.17
N: 2.249 2.000 0.031  0.02
C: 1.761 2.495 -1.236  -0.09
C: 0.234 2.410 -1.365  -0.49
O: -0.293 2.255 -2.443  0.08
N: -0.409 2.528 -0.174  0.13
C: -1.663 1.988 0.149  -0.22
C: -1.926 1.715 1.488  -0.03
C: -3.106 1.095 1.841  -0.12
C: -4.011 0.745 0.857  -0.64
Br: -5.605 -0.138 1.382  0.77
C: -3.784 1.020 -0.486  -0.32
C: -4.765 0.621 -1.538  -0.08
C: -2.601 1.659 -0.821  0.02
H: 4.235 0.446 3.823  0.10
H: 5.309 -0.287 2.596  0.10
H: 5.475 1.436 3.015  0.10
H: 3.274 -1.437 2.814  0.11
H: 1.340 -2.773 2.037  0.11
H: 0.658 -4.477 -2.327  0.09
H: 0.625 -4.439 -0.551  0.08
H: 1.727 -3.356 -1.445  0.09
H: 0.625 -1.439 -2.679  0.09
H: -0.575 -2.482 -3.477  0.09
H: -1.118 -1.214 -2.360  0.08
H: 0.365 0.201 -0.806  0.10
H: 3.150 2.361 0.314  0.13
H: 2.179 1.957 -2.099  0.13
H: 2.050 3.545 -1.324  0.14
H: 0.198 2.664 0.626  0.14
H: -1.198 1.964 2.247  0.11
H: -3.313 0.864 2.875  0.10
H: -5.755 1.022 -1.317  0.07
H: -4.846 -0.466 -1.569  0.08
H: -4.448 0.976 -2.515  0.08
H: -2.388 1.871 -1.856  0.11

The value obtained for the highest occupied orbital energy is -8.1 eV. Its frontier orbital gap is 0.31261 Ha. Its structure (SMILES) is COc1ccc(S(=O)(=O)N(C)C)cc1NCC(=O)Nc1ccc(Br)c(C)c1.

Order from most stable to least stable according to the calculation: run b, run a